Entry 1:
Computed, not measured: the molecule C3H10N2O in a non-equilibrium geometry, with ωB97M-V/def2-TZVPD.

The geometry in XYZ format:
```
16
Properties=species:S:1:pos:R:3:forces:R:3
N 1.852533 -0.731187 0.123061 0.02 -1.15 0.31
C 0.647681 -0.602877 -0.692787 -0.41 0.53 -1.41
C -0.692948 -0.321682 -0.007214 1.31 0.46 0.21
N -1.659287 -0.114427 -1.090150 0.02 -0.33 0.75
C -0.576810 0.917105 0.880980 -1.09 1.12 0.61
O 0.497701 0.986737 1.805345 -0.13 -0.15 -0.72
H 2.462121 -1.401642 -0.339354 0.20 0.39 -0.20
H 1.651241 -1.234017 0.986433 -0.27 0.32 0.07
H 0.835795 0.237768 -1.382367 -0.08 0.24 0.29
H 0.453156 -1.388022 -1.436378 0.23 -0.53 0.53
H -0.947446 -1.160920 0.640334 -0.28 -0.25 -0.21
H -1.228779 0.512126 -1.761506 -0.21 0.11 -0.02
H -2.460986 0.356753 -0.685788 -0.18 0.02 -0.31
H -1.488952 1.077023 1.474275 0.03 -0.56 0.05
H -0.615668 1.819936 0.258177 0.50 -0.05 -0.41
H 1.270652 1.047327 1.226939 0.34 -0.18 0.45
```
Positions in Å, forces in eV/Å.

The HOMO energy is -0.3494 hartree. As for the charge: 0. Its SMILES is NC[C@H](N)CO. As for the energy above the lowest of the compared OMol25 structures with the same formula, charge and spin: 28.5 kcal/mol.

Entry 2:
Computed, not measured: the molecule C3H10N2O in a non-equilibrium geometry, with ωB97M-V/def2-TZVPD.

The geometry in XYZ format:
```
16
Properties=species:S:1:pos:R:3:forces:R:3
N -2.027501 -1.235890 -0.870351 1.33 2.41 0.40
C -0.592486 -0.887344 -1.349838 -2.16 -2.59 -2.55
N -0.092673 0.407854 -1.147940 -1.36 0.31 2.93
C 0.064755 0.763056 0.279272 1.99 2.10 -0.73
C 1.410425 0.389706 0.955299 -1.98 -0.83 3.18
O 1.598611 1.358676 2.052875 0.81 0.23 -2.43
H -2.441774 -0.301512 -0.652104 0.01 -0.78 -0.72
H -1.957400 -1.591808 0.068744 0.18 -0.58 0.39
H 0.009881 -1.784618 -1.066969 0.01 0.72 0.22
H -0.742155 -0.976687 -2.464450 0.55 -0.04 0.93
H 0.525709 0.719203 -1.853323 0.73 0.48 -0.16
H 0.173937 1.871685 0.505457 -0.86 -0.86 -1.12
H -0.822881 0.457971 0.847187 0.43 -0.30 -0.18
H 1.319238 -0.604743 1.458233 0.37 0.42 -0.63
H 2.307024 0.425223 0.404027 0.67 0.12 -1.22
H 1.267294 0.989223 2.833887 -0.72 -0.82 1.70
```
Positions in Å, forces in eV/Å.

The HOMO energy is -0.3218 hartree. As for the charge: 0. Its SMILES is NCNCCO. As for the energy above the lowest of the compared OMol25 structures with the same formula, charge and spin: 51.3 kcal/mol.

Entry 3:
Computed, not measured: a cluster of 2 separate species, C3H10N2O in total in a non-equilibrium geometry, with ωB97M-V/def2-TZVPD.

The geometry in XYZ format:
```
16
Properties=species:S:1:pos:R:3:forces:R:3
C 0.582905 2.072699 0.244524 0.74 2.07 -1.02
C -0.516494 1.102925 -0.012469 1.85 -3.63 3.33
C -0.254451 -0.162156 -0.762137 -0.81 0.53 -5.31
N 0.650835 -1.221091 -0.300618 0.35 0.32 1.36
N -1.372002 0.861526 1.185195 2.73 -1.80 -2.91
H 1.295774 1.994915 -0.567137 0.19 0.08 -0.28
H 0.340480 3.190442 0.320418 -0.18 -1.58 0.01
H 1.214269 1.867086 1.158333 -1.05 -0.27 -0.53
H 0.031036 -0.029962 -1.929288 -0.81 0.41 2.56
H -1.206380 -0.680501 -0.718102 -0.77 -0.01 -0.47
H 1.028306 -0.907623 0.585195 0.45 -0.94 0.21
H -1.932313 1.631520 1.191800 -2.69 2.70 0.54
H -0.623980 1.095322 1.798564 0.04 0.22 1.90
H 0.344607 -4.658129 -1.044067 0.02 1.08 0.24
H 0.403352 -2.342743 -0.476617 -0.20 0.30 0.32
O 0.014056 -3.814229 -0.673597 0.15 0.54 0.06
```
Positions in Å, forces in eV/Å.

The HOMO energy is -0.2741 hartree. As for the charge: 0. As for the energy above the lowest of the compared OMol25 structures with the same formula, charge and spin: 188.2 kcal/mol.

Entry 4:
Computed, not measured: a cluster of 2 separate species, C3H10N2O in total in a non-equilibrium geometry, with ωB97M-V/def2-TZVPD.

The geometry in XYZ format:
```
16
Properties=species:S:1:pos:R:3:forces:R:3
C 0.064465 -1.356989 -1.577900 0.89 -0.65 -0.41
C -1.192401 -0.994318 -1.688910 -1.14 0.85 1.04
O -1.779478 -0.168709 -0.723701 0.36 0.01 -0.40
H 0.531104 -2.071312 -2.241567 -0.40 -0.07 -0.29
H 0.767238 -1.024934 -0.826904 -0.42 0.37 0.25
H -1.958341 -1.322705 -2.382597 0.58 -0.32 -0.45
H -2.345439 0.488995 -1.150425 0.08 -0.28 0.08
N 0.068451 -0.009884 1.776432 0.01 -0.58 0.53
C 1.357939 0.583036 1.525640 -0.04 -0.39 -0.48
N 1.469327 1.566699 0.477900 0.40 0.56 1.01
H -0.580555 0.555779 2.297596 0.03 0.21 -0.12
H -0.388775 -0.435386 0.986799 0.01 0.27 -0.09
H 1.704243 0.980189 2.479333 0.07 0.25 -0.07
H 2.066153 -0.210959 1.265959 -0.11 -0.07 0.07
H 1.606011 1.289147 -0.469689 -0.25 0.02 -0.20
H 1.099321 2.480291 0.683544 -0.07 -0.17 -0.48
```
Positions in Å, forces in eV/Å.

The HOMO energy is -0.3067 hartree. As for the charge: 0. Its SMILES is C=CO.NCN. As for the energy above the lowest of the compared OMol25 structures with the same formula, charge and spin: 47.4 kcal/mol.